Record 1
Formula: C3H29N2O12
Source: the Open Molecules 2025 dataset
Level of theory: ωB97M-V/def2-TZVPD

Results
Relative energy (zero: lowest compared OMol25 entry of this formula, charge and spin) = 0.00 kJ/mol
Total charge = +1
HOMO level = -12.673 eV
Energy = -1143.87595 Ha
Kohn-Sham gap = 9.730 eV

Each line ends with the natural charge from an NBO analysis.
Atoms and positions in Å:
C -0.5055 3.4525 0.2652  -0.083
C 0.2228 2.7030 1.1555  -0.057
N 1.3595 2.1649 0.4465  -0.492
C 1.2337 2.6520 -0.7675  0.301
N 0.0806 3.3245 -0.9802  -0.476
H -1.4361 3.8683 0.6500  0.258
H -0.0361 2.3728 2.1586  0.235
H 1.9288 1.4074 0.9198  0.489
H 1.9021 2.4644 -1.6163  0.265
H -0.1180 3.8740 -1.8096  0.459
H 2.0932 -1.0288 -2.9882  0.485
H 2.4726 -2.5433 -3.1748  0.477
O 1.7471 -1.9262 -3.0469  -0.962
H -3.5423 -0.2814 0.3048  0.492
H -4.7840 0.4066 -0.1948  0.475
O -3.8724 0.2259 -0.4507  -0.965
H -3.6153 -2.7959 1.4927  0.500
H -2.1228 -2.2562 1.8772  0.489
O -2.9928 -2.0685 1.5170  -0.982
H -0.9975 -0.8053 4.4796  0.489
H -0.2863 -1.9575 3.8184  0.480
O -0.2082 -1.0053 3.9532  -0.955
H 0.7888 0.1933 -1.1376  0.500
H 2.0538 -0.8371 -0.8978  0.504
O 1.7375 0.0520 -1.0976  -1.001
H -1.9469 -0.5924 -2.6117  0.498
H -2.8551 0.4843 -2.2905  0.503
O -2.3823 0.1549 -3.0841  -0.957
H 2.2251 -2.5477 1.4335  0.493
H 3.5883 -2.6775 0.8768  0.495
O 2.9726 -1.9848 1.1749  -0.978
H -1.6661 -2.0155 -0.2547  0.488
H -0.7717 -0.8172 -0.2351  0.488
O -1.3068 -1.3487 -0.8463  -0.989
H -0.9072 0.8787 -3.2058  0.497
H 0.3148 0.2439 -3.3245  0.461
O 0.0524 1.1686 -3.1695  -1.005
H 0.9558 -0.3470 1.3806  0.492
H -0.4336 -0.1094 2.2053  0.510
O 0.0305 -0.0811 1.3566  -1.003
H -0.4647 -4.3778 1.5519  0.489
H 0.1831 -3.9238 0.1474  0.503
O -0.1320 -3.6449 1.0185  -0.989
H 3.0997 -0.0930 1.7858  0.532
H 2.1902 0.6692 2.9468  0.511
O 2.6764 0.7112 2.1192  -0.964

Record 2
Formula: CH3O3
Source: the Open Molecules 2025 dataset
Level of theory: ωB97M-V/def2-TZVPD

Results
Relative energy (zero: lowest compared OMol25 entry of this formula, charge and spin) = 570.38 kJ/mol
Total charge = +1
HOMO level (spin up / spin down) = -18.703 / -18.685 eV
Energy = -264.96026 Ha
Kohn-Sham gap (spin up / spin down) = 7.858 / 7.841 eV

Each line ends with the natural charge from an NBO analysis.
Atoms and positions in Å:
C -0.8548 -0.0010 0.0114  -0.348
O 2.6554 0.2012 -0.1155  0.150
O 0.3341 0.4786 -0.3693  0.048
O 1.3579 -0.0416 0.2641  0.308
H -1.0584 0.0958 1.1047  0.278
H -0.8211 -1.1055 -0.1968  0.268
H -1.6130 0.3724 -0.6986  0.297

Record 3
Formula: C7H17NO3P
Source: the Open Molecules 2025 dataset
Level of theory: ωB97M-V/def2-TZVPD

Results
Relative energy (zero: lowest compared OMol25 entry of this formula, charge and spin) = 235.61 kJ/mol
Total charge = +1
HOMO level (spin up / spin down) = -12.824 / -12.823 eV
Energy = -898.38964 Ha
Kohn-Sham gap (spin up / spin down) = 8.632 / 8.630 eV

Each line ends with the natural charge from an NBO analysis.
Atoms and positions in Å:
C 3.2369 -0.2998 -0.2591  -0.097
C 2.0871 -0.5900 0.6462  -0.281
C 4.7331 -0.4188 0.1160  -0.637
C -3.2900 -1.6143 -0.2614  -0.661
C -2.6887 2.6109 -0.0773  -0.610
C -2.1194 -1.6114 0.7308  -0.068
C -1.1796 2.6074 0.2582  -0.060
N 2.4064 -1.4693 -0.5459  -0.585
O -0.2495 -0.5464 -1.6346  -1.048
O -1.5045 -0.3372 0.7117  -0.798
O -0.5336 1.6812 -0.5938  -0.772
P -0.5002 0.1245 -0.3872  2.405
H 3.1549 0.6339 -0.9217  0.244
H 2.2405 -1.1155 1.5092  0.186
H 4.7379 -0.0246 1.1727  0.236
H 5.3187 0.2572 -0.5289  0.243
H 5.2142 -1.3150 0.1287  0.228
H -2.9234 -1.2392 -1.3143  0.220
H -3.8729 -2.4940 -0.3674  0.253
H -4.1139 -1.0296 -0.0410  0.232
H -3.1266 1.7566 0.1124  0.199
H -3.1071 3.3915 0.5771  0.228
H -2.8032 2.8903 -1.0787  0.220
H -1.3985 -2.3732 0.6408  0.201
H -2.5296 -1.6881 1.8751  0.218
H -1.0605 2.4398 1.2438  0.188
H -0.7873 3.5617 -0.0247  0.209
H 1.7631 -1.3771 -1.3576  0.465
H 2.8957 -2.4115 -0.3289  0.440

Record 4
Formula: H3N3O2S
Source: the Open Molecules 2025 dataset
Level of theory: ωB97M-V/def2-TZVPD

Results
Relative energy (zero: lowest compared OMol25 entry of this formula, charge and spin) = 251.94 kJ/mol
SMILES = NN(S)[N+](=O)[O-]
Total charge = 0
HOMO level = -9.846 eV
Energy = -714.53635 Ha
Kohn-Sham gap = 9.398 eV

Each line ends with the natural charge from an NBO analysis.
Atoms and positions in Å:
N -0.0717 1.0013 0.1952  -0.599
N 0.6295 -0.0971 0.5722  -0.203
N 1.9287 0.0786 0.0174  0.592
O 2.3258 1.2136 -0.0410  -0.356
O 2.6170 -0.8809 -0.2030  -0.373
S 0.0428 -1.8770 0.0019  0.122
H -0.5199 0.8218 -0.6868  0.349
H -0.8118 1.2074 0.8828  0.371
H -0.2540 -2.1716 1.1603  0.098

Record 5
Formula: C7H10N2O3
Source: the Open Molecules 2025 dataset
Level of theory: ωB97M-V/def2-TZVPD

Results
Relative energy (zero: lowest compared OMol25 entry of this formula, charge and spin) = 285.50 kJ/mol
SMILES = C[C@@H](c1ccco1)N(O)C(N)=O
Total charge = 0
HOMO level = -8.632 eV
Energy = -607.88870 Ha
Kohn-Sham gap = 9.384 eV

Each line ends with the natural charge from an NBO analysis.
Atoms and positions in Å:
C 1.2532 -0.1518 -1.5247  -0.630
C 0.1688 0.5182 -0.5565  -0.090
C 1.6899 1.7904 0.9671  0.760
C -0.9900 -0.4411 -0.3973  0.278
C -1.4577 -1.2545 -1.3981  -0.302
C -2.5511 -1.9363 -0.9181  -0.299
C -2.8582 -1.3809 0.3280  0.070
H 1.2569 -1.1649 -1.1319  0.220
H 0.8258 -0.0501 -2.5555  0.210
H 2.2374 0.3862 -1.6443  0.244
H -0.0761 1.4536 -1.0293  0.242
H -0.4487 -0.2235 1.9115  0.493
H 2.0982 1.0610 2.9313  0.427
H 3.1740 2.2535 2.1498  0.408
H -1.0760 -1.2606 -2.3804  0.232
H -3.1346 -2.7563 -1.2900  0.235
H -3.6310 -1.4330 1.1410  0.219
N 0.6502 0.8694 0.8092  -0.188
N 2.3386 1.6843 2.1426  -0.843
O 0.5256 -0.1720 1.7180  -0.573
O 1.8889 2.6542 0.0855  -0.669
O -1.8840 -0.4458 0.6421  -0.447

Record 6
Formula: C6H12NO
Source: the Open Molecules 2025 dataset
Level of theory: ωB97M-V/def2-TZVPD

Results
Relative energy (zero: lowest compared OMol25 entry of this formula, charge and spin) = 142.30 kJ/mol
SMILES = C=C(C)C[C@@H](N)C[O-]
Total charge = -1
HOMO level = -1.923 eV
Energy = -365.72452 Ha
Kohn-Sham gap = 5.844 eV

Each line ends with the natural charge from an NBO analysis.
Atoms and positions in Å:
C -2.2215 0.5513 0.8868  0.000
O -1.6774 0.3544 2.0595  -0.959
C -0.8522 0.5194 -0.2174  -0.083
C -0.0361 -0.8060 0.0202  -0.490
C 1.3877 -0.6122 0.0820  0.094
C 2.1543 -1.5516 -0.5638  -0.505
C 1.8205 0.6762 0.7137  -0.663
N -1.3056 0.5655 -1.6115  -0.892
H -2.6220 1.5318 0.9017  0.101
H -2.8404 -0.2800 0.4816  0.055
H -0.2375 1.3702 0.0519  0.169
H -0.3587 -1.6722 -0.6237  0.188
H -0.3470 -1.1215 0.9895  0.272
H 3.2595 -1.6028 -0.3024  0.165
H 1.7761 -2.2516 -1.2752  0.189
H 1.5009 1.3551 -0.0863  0.227
H 2.8982 0.8115 0.7282  0.197
H 1.3125 0.9229 1.6431  0.248
H -1.9239 -0.1787 -1.9323  0.344
H -1.6873 1.4187 -1.9458  0.343

Record 7
Formula: C3H11NO4
Source: the Open Molecules 2025 dataset
Level of theory: ωB97M-V/def2-TZVPD

Results
Spin multiplicity = 2
Relative energy (zero: lowest compared OMol25 entry of this formula, charge and spin) = 250.88 kJ/mol
Total charge = -1
HOMO level (spin up / spin down) = -4.818 / -4.315 eV
Energy = -476.48207 Ha
Expectation value of S² = 0.77
Kohn-Sham gap (spin up / spin down) = 8.851 / 5.996 eV

Each line ends with the natural charge from an NBO analysis.
Atoms and positions in Å:
O -0.4682 0.1250 -1.7236  -0.693
C -0.2154 1.1015 -0.8187  0.208
C 1.0624 1.2522 -0.2879  -0.085
N 2.1600 0.5388 -0.7947  -0.514
C 2.6027 -0.4560 0.2412  0.102
O 1.7610 -1.4149 0.5020  -0.626
H -1.0834 1.4704 -0.3650  0.221
H -0.0870 -0.4276 1.7576  -0.038
H 1.2519 1.7574 0.6545  0.199
H 2.0130 0.2150 -1.6922  0.376
H 3.5332 -0.8069 -0.2317  0.097
H 2.8721 0.2778 1.0840  0.086
H -0.3181 -1.1283 1.5316  0.036
H -1.3323 -0.3448 -1.4829  0.558
H -3.0419 -1.7798 -0.3023  0.447
O -2.3903 -1.2085 -0.6420  -1.202
H -3.3634 0.5279 1.2928  0.430
H -2.4381 -0.2817 0.2975  0.483
O -2.5183 0.5826 0.9798  -1.087

Record 8
Formula: C2H6B2S3
Source: the Open Molecules 2025 dataset
Level of theory: ωB97M-V/def2-TZVPD

Results
Relative energy (zero: lowest compared OMol25 entry of this formula, charge and spin) = 52.34 kJ/mol
SMILES = CB1SSB(C)S1
Total charge = 0
HOMO level = -9.189 eV
Energy = -1324.17487 Ha
Kohn-Sham gap = 8.964 eV

Each line ends with the natural charge from an NBO analysis.
Atoms and positions in Å:
S -1.1339 1.9499 0.2863  -0.003
S -2.0251 0.0724 0.8295  -0.014
S 0.6700 -0.6089 -0.5293  -0.090
B 0.2149 1.2062 -0.6796  0.327
B -0.5733 -0.9779 0.6937  0.265
C 0.9969 1.9852 -1.7427  -0.999
C -0.3985 -2.2813 1.5818  -0.960
H 2.0894 1.9010 -1.6201  0.253
H 0.6625 2.9723 -1.5561  0.231
H 0.6358 1.5170 -2.6493  0.262
H 0.5256 -2.3777 2.1896  0.255
H -0.4394 -3.1130 0.9423  0.244
H -1.2250 -2.2452 2.2539  0.229